114
Properties=species:S:1:pos:R:3:mulliken_charge:R:1 method="wB97M-V/def2-TZVPD" orbital_gap_ev=8.83 lumo_ev=0.454 smiles=COCCNCCOC.COCCNCCOC.COCCNCCOC.COCCNCCOC.CO.CO.CO e_tot_ev=-57641.072 fmax_ev_per_a=3.05 charge=0 mol_weight_g_mol=628.890 e_homo_ev=-8.4
C 5.4528 -2.8830 3.4849 -0.541
O 5.8058 -2.6029 2.1316 -0.260
C 5.6912 -3.6996 1.1851 -0.754
C 4.3137 -4.4325 1.0247 -0.665
N 3.2806 -3.5332 0.6344 0.167
C 1.9521 -4.1900 0.4982 -1.155
C 0.8779 -3.1005 0.8673 0.436
O 0.5700 -3.1963 2.2443 -0.400
C -0.6040 -2.4758 2.7114 -0.453
H 4.4102 -3.1707 3.6205 0.122
H 5.5510 -1.8943 3.9331 0.143
H 6.1631 -3.5859 3.9203 0.377
H 6.4888 -4.4109 1.3996 0.426
H 5.8395 -3.1873 0.2345 0.233
H 4.0945 -4.9745 1.9447 0.436
H 4.4167 -5.1915 0.2491 0.477
H 3.1146 -2.8036 1.3127 -0.405
H 1.8318 -4.9974 1.2205 0.373
H 1.7432 -4.5970 -0.4911 0.379
H -0.0605 -3.3292 0.3622 0.603
H 1.0480 -2.0768 0.5338 -0.259
H -0.9848 -2.8582 3.6584 0.296
H -1.3172 -2.4615 1.8872 0.067
H -0.3615 -1.4145 2.7658 0.117
C -4.4427 -3.2129 0.1544 -0.659
O -4.9642 -2.0198 -0.4122 -0.465
C -4.1077 -1.0544 -1.0581 -0.179
C -3.8185 -1.3656 -2.5822 -0.186
N -5.0318 -1.4201 -3.3927 -0.264
C -4.9134 -2.0960 -4.7055 -0.573
C -6.2791 -2.1612 -5.3809 -0.614
O -7.2511 -2.8588 -4.5513 -0.281
C -8.3346 -3.4056 -5.3065 -0.766
H -4.0579 -3.2441 1.1738 0.280
H -3.5827 -3.5610 -0.4176 0.227
H -5.2369 -3.9591 0.1301 0.283
H -3.1797 -0.8986 -0.5081 0.035
H -4.6011 -0.0829 -1.0281 0.226
H -3.3034 -2.3230 -2.6608 0.111
H -3.1681 -0.5568 -2.9152 0.149
H -5.7577 -1.7848 -2.7926 0.308
H -4.5110 -3.0934 -4.5284 0.326
H -4.1776 -1.5258 -5.2725 0.318
H -6.1136 -2.6021 -6.3639 0.435
H -6.5720 -1.1375 -5.6138 0.325
H -7.9354 -4.0741 -6.0693 0.307
H -8.8189 -2.6055 -5.8665 0.308
H -9.1289 -3.8179 -4.6843 0.239
C 1.5412 3.5870 -0.3157 -0.232
O 1.9132 4.3355 0.8221 -0.414
C 0.9053 4.3565 1.8636 -0.216
C 1.5953 5.3018 2.9027 -0.889
N 0.9510 5.2202 4.2875 -0.307
C -0.5061 5.5380 4.4166 -0.420
C -0.7047 7.0415 4.6351 -0.537
O -1.7823 7.4914 3.8546 -0.287
C -2.0144 8.8202 3.7576 -0.749
H 0.5235 3.7844 -0.6526 0.311
H 1.6644 2.5553 0.0137 -0.182
H 2.2397 3.7106 -1.1433 0.290
H 0.6798 3.3924 2.3193 0.302
H -0.0210 4.8657 1.5975 0.278
H 1.6313 6.3047 2.4771 0.187
H 2.6072 4.9253 3.0521 0.464
H 1.1632 4.4274 4.8761 0.258
H -0.8529 5.0214 5.3115 0.416
H -1.0421 5.2311 3.5184 0.184
H 0.1725 7.5862 4.2858 0.334
H -0.8316 7.2524 5.6969 0.321
H -2.8372 8.8661 3.0442 0.244
H -1.2387 9.4006 3.2580 0.313
H -2.1977 9.2213 4.7544 0.289
C 2.4800 -1.1933 4.0266 -1.022
O 3.1999 -0.9715 2.7675 0.048
C 3.1807 0.3824 2.2036 -0.305
C 4.0200 0.3633 0.9496 -1.154
N 3.3420 -0.2877 -0.1653 0.854
C 4.2179 -0.2754 -1.3577 -0.900
C 3.4757 -0.3499 -2.6155 -0.377
O 2.8809 0.9395 -2.8835 -0.334
C 1.8564 0.8808 -3.8805 -0.483
H 1.4400 -0.8678 4.0020 0.272
H 3.1021 -0.8088 4.8348 0.347
H 2.4657 -2.2686 4.2046 0.322
H 3.6470 1.0447 2.9330 0.425
H 2.1544 0.6779 1.9856 -0.026
H 4.9053 -0.2268 1.1866 0.397
H 4.3213 1.3828 0.7090 0.615
H 3.1601 -1.2513 0.0767 -0.396
H 4.8573 -1.1576 -1.3266 0.222
H 4.7969 0.6466 -1.4097 0.464
H 2.7400 -1.1518 -2.5530 0.080
H 4.1096 -0.5423 -3.4811 0.588
H 2.2671 0.3550 -4.7424 0.369
H 1.3760 1.8395 -4.0758 0.283
H 0.9776 0.2908 -3.6201 -0.055
C -2.6334 1.9968 -2.4240 -0.262
O -3.4558 2.1526 -3.5848 -0.592
H -2.1033 2.8958 -2.1096 0.321
H -3.2466 1.8096 -1.5425 0.226
H -1.9294 1.1656 -2.4629 0.064
H -4.1034 1.4522 -3.6920 0.336
C -0.3139 -2.5625 -3.0759 -0.763
O -0.9151 -1.4870 -2.4481 0.069
H 0.2650 -3.2063 -2.4137 0.097
H -1.0276 -3.2215 -3.5703 0.317
H 0.3905 -2.1816 -3.8153 0.331
H -0.2687 -0.9146 -2.0284 -0.010
C -0.1714 0.4030 0.2237 0.984
O 0.5906 0.2011 -0.9605 0.223
H -0.2070 1.4567 0.5003 0.168
H -1.1844 0.0605 0.0123 -0.727
H 0.2144 -0.0639 1.1299 -0.509
H 1.5368 0.2840 -0.8210 -0.115

121
Properties=species:S:1:pos:R:3:mulliken_charge:R:1 method="wB97M-V/def2-TZVPD" orbital_gap_ev=5.31 lumo_ev=0.739 e_tot_ev=-114740.800 fmax_ev_per_a=6.56 charge=-1 mol_weight_g_mol=823.858 e_homo_ev=-4.6
C -1.3297 -0.1667 3.7187 -0.938
C -1.2296 -0.9267 2.3631 -0.309
O -0.4695 -2.1203 2.5576 -0.423
C 0.9220 -1.9053 2.4086 -0.432
C 1.5300 -2.4497 1.0642 -0.233
O 0.6039 -3.1210 0.2454 -0.526
C -0.2060 -2.2015 -0.4988 -0.325
C 0.1408 -2.1897 -2.0185 -0.184
O 0.3114 -0.8326 -2.4003 -0.415
C -0.5845 -0.4294 -3.4583 -1.623
P -2.0745 0.5265 -2.6853 1.237
C -3.0450 0.5652 -4.3092 -1.620
C -4.5720 0.8640 -4.2886 -0.888
C -5.4058 0.6266 -3.0199 -0.180
P -7.2119 0.5743 -3.4472 1.043
O -7.4795 0.9724 -4.8327 -0.830
O -8.0838 1.5910 -2.5086 -0.466
C -7.7281 1.5940 -1.1151 -0.063
C -7.2822 3.0364 -0.6988 -1.262
O -7.6556 -1.0099 -3.3158 -0.353
C -8.8183 -1.2740 -2.5283 -0.386
C -8.4734 -1.6959 -1.0768 -0.962
N -2.8777 -1.0442 -2.0190 -0.435
C -3.2286 -1.9013 -2.7297 0.194
S -3.7209 -3.0052 -3.8024 -0.373
P -1.1693 2.5312 -3.0348 0.118
N -0.3614 2.8104 -4.3907 -0.816
H -1.8065 0.7987 3.4941 0.344
H -0.3065 -0.0504 4.0937 0.141
H -1.9532 -0.7282 4.4272 0.308
H -0.7663 -0.2382 1.6399 0.352
H -2.2345 -1.1966 2.0145 0.344
H 1.4041 -2.4628 3.2301 0.330
H 1.1672 -0.8377 2.5447 0.329
H 2.2872 -3.2063 1.3266 0.442
H 2.0643 -1.6491 0.5217 0.096
H -1.2828 -2.3276 -0.3225 0.356
H 0.0347 -1.1948 -0.1263 0.110
H -0.5854 -2.7495 -2.6216 0.267
H 1.1089 -2.7269 -2.0857 0.295
H -0.8842 -1.2670 -4.1099 0.476
H 0.0386 0.2235 -4.0936 0.592
H -1.3149 0.5215 -1.4347 -0.297
H -3.1041 1.2521 -1.9406 -0.064
H -2.6099 1.4277 -4.8555 0.833
H -2.8107 -0.2507 -5.0102 0.548
H -5.0273 0.2731 -5.0998 0.357
H -4.7621 1.8996 -4.6068 0.268
H -5.3161 1.4914 -2.3403 0.178
H -5.2202 -0.2693 -2.4184 0.338
H -8.6356 1.3807 -0.5319 0.403
H -6.9161 0.9092 -0.8463 0.199
H -7.9170 3.4276 0.1050 0.333
H -7.3982 3.6914 -1.5723 0.296
H -6.2239 3.0293 -0.4095 0.292
H -9.5852 -0.4880 -2.5732 0.350
H -9.2880 -2.1670 -2.9727 0.381
H -9.3732 -1.7850 -0.4554 0.308
H -7.7077 -1.0596 -0.6218 0.238
H -8.0264 -2.7004 -1.1442 0.333
H -2.2451 3.4887 -2.9468 0.038
H -0.3209 2.8690 -1.9295 0.028
H 0.5915 3.0641 -4.1381 0.244
O 1.0514 1.7732 5.9967 -0.876
P 1.7890 1.5233 7.3029 0.704
N 0.9810 2.7135 8.2577 0.222
C 1.1280 4.1387 8.0258 -1.043
C -0.4056 2.3696 8.5424 -1.108
N 3.3508 1.9466 6.7348 0.255
C 4.1784 3.0287 7.2170 -1.044
C 3.5802 1.7748 5.3002 -0.898
N 2.5753 0.8833 8.7864 0.067
C 2.2453 -0.5365 8.9918 -1.031
C 2.5989 1.5500 10.0761 -0.964
H 0.7130 4.6916 8.8732 0.390
H 0.6337 4.4723 7.1038 0.288
H 2.1744 4.4347 7.9818 0.287
H -0.4504 1.4422 9.1276 0.267
H -0.9886 2.2203 7.6261 0.292
H -0.8950 3.1415 9.1379 0.365
H 3.8626 3.9974 6.8106 0.381
H 5.2181 2.8752 6.9134 0.372
H 4.2069 3.0898 8.3049 0.216
H 3.1863 2.6187 4.7199 0.285
H 3.1116 0.8640 4.9358 0.244
H 4.6492 1.6853 5.0924 0.353
H 1.2115 -0.6645 9.3342 0.329
H 2.9106 -0.9946 9.7277 0.354
H 2.3651 -1.0930 8.0568 0.331
H 1.6358 1.5061 10.5994 0.306
H 2.8958 2.5931 10.0011 0.260
H 3.3461 1.0611 10.7100 0.393
O 6.9117 -2.1743 -4.1918 -0.910
P 5.4790 -1.6881 -4.3823 0.723
N 4.8642 -3.0867 -5.1898 0.230
C 5.2937 -3.4789 -6.5176 -1.080
C 4.7472 -4.2434 -4.3145 -1.084
N 5.8593 -0.3405 -5.3774 0.272
C 5.4332 -0.1335 -6.7423 -1.032
C 7.1916 0.2314 -5.2038 -0.995
N 3.8142 -1.0381 -4.2586 0.090
C 3.4354 -0.8042 -2.8530 -0.964
C 2.6561 -1.5492 -4.9738 -0.756
H 4.6205 -4.2473 -6.9083 0.391
H 6.3239 -3.8622 -6.5356 0.298
H 5.2207 -2.6548 -7.2253 0.298
H 4.0355 -4.0327 -3.5064 0.225
H 5.7079 -4.5134 -3.8587 0.290
H 4.3656 -5.1137 -4.8504 0.365
H 6.0340 -0.7178 -7.4515 0.360
H 5.5419 0.9196 -7.0182 0.396
H 4.3786 -0.3591 -6.8963 0.187
H 7.9549 -0.3358 -5.7536 0.293
H 7.4743 0.2516 -4.1541 0.306
H 7.2125 1.2658 -5.5571 0.346
H 3.2411 -1.7483 -2.3319 0.381
H 2.5435 -0.1826 -2.7794 0.178
H 4.2414 -0.2812 -2.3243 0.356
H 2.2851 -2.4972 -4.5671 0.239
H 2.8492 -1.6875 -6.0354 0.366
H 1.8486 -0.8160 -4.8985 0.292

119
Properties=species:S:1:pos:R:3:mulliken_charge:R:1 method="wB97M-V/def2-TZVPD" orbital_gap_ev=5.72 lumo_ev=-5.673 e_tot_ev=-69532.074 fmax_ev_per_a=11.76 charge=+1 mol_weight_g_mol=714.861 e_homo_ev=-11.4
C -1.2632 1.0990 1.6666 -1.319
C -0.2499 0.1758 1.0583 1.553
C -0.7834 -1.2738 0.7940 -1.905
C -1.6221 -1.3500 -0.3823 -1.269
C -1.7040 -0.1669 -1.4446 -0.617
C -0.2777 0.5200 -1.4526 1.450
N 0.1061 0.9032 -0.1084 1.388
O 0.8124 2.0264 -0.0145 -0.450
C -0.4818 1.7898 -2.3947 -0.923
C 0.8064 -0.2910 -2.0553 -2.026
C 0.9413 0.1672 2.0814 -1.182
H -1.6776 0.6532 2.5052 0.432
H -2.0339 1.0552 1.0174 0.352
H -0.9913 2.1066 2.0270 0.308
H -1.0903 -1.7902 1.6353 0.898
H 0.0718 -1.7437 0.5630 0.710
H -2.5626 -1.4857 0.0855 0.358
H -1.4525 -2.3755 -0.6993 0.428
H -2.5403 0.5002 -1.1533 -0.029
H -1.9826 -0.6082 -2.3429 0.449
H -0.9297 1.3888 -3.3899 0.257
H 0.3590 2.4565 -2.7674 0.387
H -1.2990 2.4899 -2.0124 -0.160
H 1.2838 -0.8530 -1.4892 0.873
H 1.6347 0.3851 -2.5419 0.261
H 0.4662 -0.9397 -2.8879 0.050
H 0.7028 -0.5784 3.0429 0.146
H 1.1468 1.2274 2.4429 -0.137
H 1.8272 -0.2161 1.6549 0.494
C -3.8569 3.9215 -1.2060 -0.739
C -4.2160 3.0874 0.0179 0.311
O -3.3247 3.4866 0.9590 -0.455
O -4.3177 3.3485 -2.4100 -0.539
H -2.7382 3.8605 -1.3812 0.072
H -3.9913 4.8732 -1.0797 0.582
H -4.1326 2.0357 -0.0339 -0.195
H -5.3527 3.2291 0.2305 0.365
H -3.7946 4.0333 1.5752 0.291
H -5.2746 3.2253 -2.4496 0.323
C 3.5356 -2.6730 2.9333 0.012
C 4.2540 -3.8246 3.4993 -0.385
O 5.7042 -3.6847 3.4060 -0.521
O 2.1183 -3.0862 2.8881 -0.537
H 3.7905 -2.2002 2.0026 -0.027
H 3.3886 -1.8683 3.5659 0.295
H 3.9768 -4.8683 3.0869 0.239
H 3.8984 -3.9422 4.6240 0.284
H 6.0289 -3.8956 4.3457 0.332
H 1.7860 -3.0245 3.7257 0.299
C 2.8951 -3.4671 -5.1343 -0.665
C 1.8200 -2.6038 -5.7297 0.424
O 0.8798 -3.4447 -6.1342 -0.632
O 4.0356 -2.8161 -4.5157 -0.471
H 3.3206 -4.3629 -5.7531 0.334
H 2.4605 -4.2186 -4.3027 0.223
H 2.2078 -2.3406 -6.6777 0.329
H 1.4562 -1.9288 -4.9239 -0.152
H 0.2262 -3.1558 -6.9059 0.362
H 4.7338 -3.3728 -4.4101 0.281
C -2.8988 -1.5588 -5.3458 -0.745
C -3.9891 -1.6975 -4.3883 -0.619
O -5.2332 -1.6451 -4.8895 -0.534
O -1.6035 -1.5795 -4.6981 -0.327
H -2.7763 -0.7528 -5.8868 0.468
H -2.9007 -2.3264 -6.0246 0.513
H -3.8780 -0.9667 -3.6454 0.313
H -3.8438 -2.5048 -3.8074 0.493
H -5.4772 -2.3056 -5.4196 0.302
H -1.2360 -2.3850 -4.9091 0.172
C -2.6773 -1.0700 6.7560 -0.279
C -2.2522 0.0254 5.8617 -0.152
O -3.3340 0.8196 5.4874 -0.614
O -1.5821 -1.9049 7.0446 -0.512
H -3.4699 -1.7290 6.3022 0.273
H -3.0128 -0.5378 7.5666 0.300
H -1.6722 -0.2952 4.9903 -0.067
H -1.5147 0.7733 6.3133 0.461
H -3.4763 1.3329 6.2237 0.361
H -1.9264 -2.5396 7.6645 0.317
C 5.6339 -1.0810 0.3077 -0.801
C 5.3875 0.3401 0.7856 0.291
O 6.6130 0.8091 1.4278 -0.559
O 4.4786 -1.4554 -0.5847 -0.454
H 5.7494 -1.6900 1.0678 0.458
H 6.4761 -1.1117 -0.3130 0.399
H 4.3895 0.3599 1.4431 -0.221
H 5.1385 1.0268 -0.0575 0.319
H 6.7489 0.4062 2.3326 0.328
H 4.7844 -1.1482 -1.4452 0.281
C -5.0550 0.0828 2.6293 -0.010
C -5.6992 -0.2622 1.2768 -0.734
O -6.7387 0.5893 0.9577 -0.485
O -4.0506 -0.6788 3.1826 -0.568
H -5.8812 0.3897 3.2454 0.472
H -4.8605 1.2930 2.4867 0.010
H -6.1727 -1.2717 1.3637 0.459
H -5.0043 -0.4128 0.6726 0.239
H -7.0589 0.5045 0.2002 0.255
H -3.6119 -0.2663 4.0372 0.236
C 1.5680 2.7129 -6.3397 -0.098
C 2.8296 2.1268 -5.7864 -0.120
O 3.1047 0.9690 -6.5342 -0.478
O 1.2813 3.9442 -5.9829 -0.567
H 0.7308 1.9819 -6.0925 0.063
H 1.4236 2.7561 -7.5275 0.320
H 2.6831 1.8537 -4.6939 -0.078
H 3.5761 2.8848 -5.7007 0.328
H 3.3060 1.0413 -7.4225 0.307
H 0.4823 4.4402 -6.1968 0.341
C 2.9341 2.8420 4.5758 0.235
C 2.4547 2.3775 6.0168 -0.631
O 2.7242 0.9610 6.1709 -0.490
O 2.8687 4.1625 4.5136 -0.525
H 2.2274 2.4237 3.7716 -0.082
H 4.1459 2.5556 4.3420 0.152
H 1.5018 2.7553 6.3398 0.412
H 3.0644 2.7723 6.8238 0.434
H 2.5061 0.6975 7.0441 0.276
H 3.3407 4.5717 5.2163 0.349